Density functional theory data (the ωB97M-V functional and the def2-TZVPD basis) for a molecular structure, C17H27N6O2Rh.

Geometry (Å):
O 4.9049 -1.0772 -0.9926
H 0.6408 2.4805 -1.2377
N -0.4904 0.2030 0.7507
C -1.3933 0.5039 -3.0856
H -0.8322 0.5384 -4.0266
C 0.0363 -2.0264 1.2444
H -2.4284 0.7215 -3.3512
H -2.8750 2.8125 -0.2687
H 1.4749 -4.9756 1.3754
C -4.6887 2.3686 0.7610
C 1.1501 -3.9638 1.2002
C -3.3176 2.2850 0.5666
C -2.5120 1.5942 1.4689
H -1.8810 -0.9930 -1.5731
N 0.1194 -1.1562 -2.1904
H -1.5074 1.5101 -1.2152
H 0.6573 -0.8929 -3.0150
C -1.3097 -0.8947 -2.4952
H -1.6740 -1.6302 -3.2119
H 2.6098 -3.1990 -0.3202
H 0.3092 -2.1456 -2.0360
H -5.2998 2.9208 0.0597
H -4.9177 0.6838 3.6831
H -0.5455 1.6439 2.2627
H 6.8378 -1.5114 -0.5862
C 6.0438 -0.9587 -0.0989
N 1.0844 -1.8926 0.3507
C 3.7589 -0.5474 -0.7160
N 3.5916 0.1194 0.4602
H -1.4696 -0.8396 2.2497
H -0.6522 2.3065 0.6520
C -0.7214 -0.8725 1.4645
H 4.3690 0.3565 1.0583
C -0.9484 1.6047 -2.1383
H -1.1867 2.5725 -2.5826
H 5.8110 -1.4169 0.8615
C -5.2709 1.7678 1.8665
C -3.1037 1.0408 2.6038
H -0.6135 -3.7263 2.5137
C -1.0151 1.4953 1.2856
H 2.5269 1.7987 0.3761
H -6.3391 1.8360 2.0209
Rh 1.0210 -0.1534 -0.6175
H 1.0641 1.7516 -2.6026
H 6.3338 0.0871 -0.0026
C 0.0709 -3.3189 1.7870
C 1.7492 -3.0529 0.3163
H 2.0915 0.7892 1.6129
H -2.4910 0.5778 3.3693
N 2.3708 0.8251 0.6340
C -4.4742 1.1152 2.7961
O 2.8234 -0.6819 -1.5289
N 0.5077 1.6168 -1.7589

Forces on the atoms, in the same order (eV/Å):
O 0.0 0.0 0.0
H 0.1 0.0 0.1
N -0.2 -0.4 -0.2
C 0.1 -0.1 0.1
H 0.0 0.0 0.0
C 0.0 -0.2 0.0
H 0.0 0.0 0.0
H 0.0 0.0 -0.1
H 0.0 0.0 0.0
C 0.0 0.0 0.0
C 0.0 0.0 -0.1
C 0.1 0.0 0.0
C 0.0 0.0 0.0
H 0.0 0.0 0.0
N -0.2 -0.2 0.4
H -0.1 0.0 0.1
H 0.2 -0.1 0.0
C 0.1 0.2 -0.1
H 0.0 0.0 0.0
H 0.0 0.0 0.0
H -0.2 0.0 0.1
H 0.0 0.0 0.0
H 0.0 0.0 0.0
H 0.0 0.1 0.0
H 0.0 0.0 0.0
C 0.0 0.0 0.0
N 0.0 0.3 0.1
C 0.1 0.0 0.0
N 0.0 0.0 -0.1
H 0.0 0.0 0.0
H -0.1 -0.1 -0.1
C -0.1 0.1 -0.1
H 0.0 0.0 0.0
C 0.0 0.2 -0.1
H 0.0 0.0 0.0
H 0.0 0.0 0.0
C 0.0 0.0 0.0
C 0.0 0.0 0.0
H 0.0 0.0 0.0
C 0.2 0.1 0.1
H -0.1 0.1 0.1
H 0.0 0.0 0.0
Rh -0.2 0.6 -0.5
H 0.0 -0.1 0.0
H 0.0 0.0 0.0
C -0.1 0.0 0.0
C 0.1 -0.1 0.0
H 0.1 -0.1 0.0
H 0.0 0.0 0.0
N 0.3 -0.2 0.2
C 0.0 0.0 0.0
O -0.1 0.3 0.0
N -0.1 -0.1 0.0

Values from the calculation:
- LUMO energy: -6.16 eV
- E: -1253.05758 Eh
- HOMO-LUMO gap: 7.8 eV
- Relative energy (zero: lowest compared OMol25 entry of this formula, charge and spin): 0.431 eV
- Strongest force on any atom: 0.8 eV/A
- Charge: +2
- E_HOMO: -0.513 Eh